1.
Entry from OMol25: C46H126N11O13V as an isolated structure in a non-equilibrium geometry (wB97M-V/def2-TZVPD).

Properties
HOMO (alpha / beta) ... -10.1 / -10.1 eV
Charge ... +1
Spin multiplicity ... 2
DFT total energy ... -118430.1348 eV
Relative energy (zero: lowest compared OMol25 entry of this formula, charge and spin) ... 32.53 kcal per mole
Lowest unoccupied orbital energy (alpha / beta) ... -3.872 / -3.512 eV

Each line ends with the Mulliken charge.
Cartesian coordinates (Å):
H  -5.665  -6.808  0.804  0.279
C  2.478  -5.012  -0.637  -1.544
C  -4.254  -0.382  -2.845  -1.365
H  3.606  1.326  -1.627  0.370
C  -1.606  3.825  0.544  0.175
H  5.405  -4.676  2.653  0.479
H  -4.861  -1.989  -0.776  0.279
C  4.417  3.870  -3.208  -0.934
H  -4.493  -1.390  6.188  0.452
H  -2.100  2.206  2.990  -0.283
C  0.768  -3.977  0.869  2.876
C  4.066  -0.050  -0.077  -0.735
H  2.068  2.673  2.735  0.472
H  2.157  0.602  -0.865  -0.283
H  3.088  0.863  1.612  -0.309
H  -5.468  -2.596  -2.344  0.430
H  1.368  4.273  6.307  0.322
H  1.617  3.548  -0.625  -0.087
H  1.130  2.822  -5.231  0.123
C  -3.743  -0.909  5.549  -0.794
H  -2.701  2.438  -1.368  -1.444
H  2.741  4.278  4.268  -0.210
C  -2.862  2.951  0.538  1.011
C  -3.070  -6.031  0.113  -0.237
C  -3.223  0.761  -2.980  1.547
O  -0.706  -0.781  -1.672  2.114
N  5.282  -3.548  5.071  -0.819
H  4.206  1.929  0.705  0.252
H  0.785  4.539  -4.814  0.450
C  -3.969  -7.119  -0.469  0.416
C  1.368  -1.131  -6.539  -1.232
H  -2.283  0.793  7.885  0.249
C  0.993  2.500  2.850  1.169
H  3.674  -4.965  3.241  0.246
H  -2.726  0.415  -4.935  0.278
H  1.605  -3.572  1.444  -1.001
H  3.551  4.020  0.673  -0.109
H  2.807  5.323  6.473  0.423
H  -4.694  -0.613  -3.824  0.349
C  4.426  -4.263  2.880  -0.812
C  1.194  -4.203  -0.574  0.128
H  -1.007  4.538  -6.550  0.284
H  1.773  7.033  3.976  0.237
H  4.107  6.396  0.997  0.363
H  0.404  0.556  -3.729  -1.147
C  4.616  -3.066  3.830  0.615
C  1.442  -2.445  -8.492  -0.828
H  -2.389  -7.942  -1.485  0.237
C  1.976  5.045  4.435  0.869
H  4.110  0.489  3.777  0.076
H  1.083  4.601  0.718  -0.960
H  1.752  -0.295  3.766  0.571
H  2.318  -1.562  -6.191  0.471
O  3.772  3.817  -1.959  0.024
H  -4.270  -0.082  5.048  0.285
C  -3.906  3.562  1.488  -1.103
V  -1.695  -1.705  -3.357  0.353
H  1.586  -0.244  -7.140  0.531
C  4.058  0.916  1.104  0.620
H  3.243  -4.435  -0.101  0.202
H  4.918  5.313  -1.135  0.514
C  -4.589  -2.484  -1.708  -0.822
C  3.860  5.044  -1.243  -1.226
H  -4.131  -3.446  -1.501  0.080
H  0.780  2.376  -2.883  0.052
H  0.930  -2.510  -4.463  0.399
H  -0.126  5.248  4.189  0.579
C  4.926  1.017  3.278  -0.549
H  0.726  -2.224  -1.128  -0.651
N  -4.253  -2.797  4.035  -0.503
C  -0.094  3.027  -2.914  -0.059
O  5.105  0.528  1.968  -0.449
H  3.259  6.686  4.367  0.247
C  -0.265  3.725  -6.514  0.417
H  -2.630  1.924  0.840  0.478
H  -5.664  -8.375  0.090  0.411
H  -5.064  -2.284  3.693  0.246
C  0.352  3.592  -5.155  -0.491
O  0.332  -5.221  1.414  -0.575
C  -3.212  -1.887  4.526  0.273
H  -2.540  -2.555  5.076  0.279
H  -4.613  -3.347  4.807  0.300
H  -3.260  -0.697  2.773  0.343
C  0.435  -0.812  -5.359  0.169
H  -4.633  1.909  -4.217  0.480
H  0.875  1.429  3.035  -1.001
H  -4.415  -6.714  -1.387  0.297
H  -4.557  2.461  -2.525  0.498
C  0.109  -5.113  2.814  0.009
H  -3.838  -2.986  1.061  0.240
H  0.376  -4.687  -1.113  0.094
H  -0.215  -1.207  0.208  -1.769
C  -3.978  2.057  -3.359  -1.538
H  -0.712  -4.407  2.984  -0.167
H  0.753  -1.767  4.032  0.581
H  3.180  -0.373  -1.978  0.444
N  -2.240  0.489  -4.041  0.986
H  2.384  -5.986  -0.163  0.327
H  -3.689  -8.888  -1.438  0.275
C  1.666  4.556  -0.210  0.018
H  4.206  -1.579  1.161  0.484
N  0.031  -2.103  -4.726  -0.716
H  0.979  -4.670  3.314  -0.182
O  -3.467  3.742  2.816  -0.446
H  -4.851  3.003  1.463  0.431
H  0.898  -1.046  2.404  -0.300
H  -2.353  -3.424  0.312  -0.027
H  -0.124  1.329  0.089  -1.059
H  2.815  5.923  1.760  0.159
H  -3.759  1.695  3.346  0.362
C  1.418  -1.248  3.338  -1.235
N  -3.128  -8.266  -0.864  -0.725
H  -0.299  1.673  -7.169  0.272
C  3.290  -2.429  4.222  -1.080
C  -1.017  -0.667  -0.311  1.296
H  -3.587  1.381  6.853  0.306
H  1.564  -1.549  -9.113  0.321
C  -3.161  0.490  7.313  -0.813
N  -3.410  2.940  -0.842  -0.165
H  6.007  -4.223  4.861  0.307
O  0.755  -2.170  -7.290  -0.334
H  -0.090  -3.294  0.867  -0.701
H  4.001  -3.851  1.957  -0.222
C  -3.057  2.535  3.408  -0.300
H  -1.717  -0.517  3.705  0.473
N  2.475  6.305  3.848  -0.611
H  -2.725  0.913  -2.025  -0.762
H  4.827  2.105  3.316  0.323
C  1.153  0.059  -4.336  0.052
C  1.868  5.181  5.945  -1.630
O  -0.625  3.231  -4.192  -0.241
H  -0.076  -6.118  3.180  0.400
H  -0.818  3.350  -0.043  -0.791
N  0.757  4.068  -7.509  -0.747
O  -3.849  -4.882  0.366  -0.457
H  1.174  5.338  -0.790  0.384
H  -1.641  1.317  -4.119  -1.020
H  -1.233  3.954  1.562  0.251
H  3.893  4.504  -3.934  0.312
H  -4.274  2.406  -0.802  0.447
H  0.475  2.648  1.898  -0.441
O  -1.409  -3.147  -2.680  -0.529
O  -3.664  -1.580  -2.348  0.088
H  -0.476  -0.315  -5.697  0.165
C  3.130  4.843  0.087  1.555
H  5.812  0.780  3.872  0.290
O  0.449  3.229  3.924  -0.383
C  -1.013  2.488  -7.026  -1.123
H  -2.898  2.689  4.475  0.303
H  -1.836  2.291  -6.336  -0.012
H  5.084  -0.234  -0.425  0.571
N  3.142  6.120  0.811  -0.761
C  -2.489  -1.204  3.364  -0.270
C  3.172  0.409  -1.221  -0.814
H  2.963  -5.028  -1.615  0.425
C  0.662  4.606  3.785  -0.477
H  -1.880  1.270  -0.297  0.280
C  -3.153  -3.828  0.956  -0.636
H  -3.227  2.825  -3.555  0.320
C  -4.997  -7.629  0.522  -1.382
N  3.614  -1.403  0.354  -0.227
H  1.901  0.708  -4.791  0.740
H  1.157  4.987  -7.326  0.261
H  4.435  2.859  -3.613  0.220
H  2.471  -2.796  -8.364  0.324
H  0.727  4.919  2.735  -0.127
H  1.152  5.974  6.185  0.383
H  2.650  -3.126  4.776  0.548
H  -5.027  0.043  -2.201  0.495
O  -2.657  -0.436  6.343  -0.290
H  -0.869  2.628  -2.246  -0.350
H  -3.843  -0.024  7.992  0.339
H  -2.063  -1.940  2.679  -0.814
H  0.128  3.911  -2.304  0.793
H  -4.496  -7.970  1.425  0.332
H  -2.725  -4.123  1.916  0.516
H  3.593  -1.581  4.850  0.232
C  -1.051  0.772  0.218  0.710
H  -2.319  -5.758  -0.643  -0.051
O  2.615  -1.963  3.080  0.541
H  1.759  -0.592  -3.701  0.460
H  5.436  4.261  -3.128  0.337
H  0.291  4.210  -8.400  0.280
H  -2.574  -6.354  1.034  0.361
H  3.358  5.841  -1.804  0.415
H  2.660  -1.391  0.696  -0.524
H  0.833  -3.154  -9.046  0.265
H  -1.961  -1.166  -0.057  -0.427
H  -4.179  4.541  1.089  0.436
H  -1.870  4.823  0.198  0.484
H  2.339  -2.448  -0.967  0.478
H  4.539  -4.129  5.463  0.330
H  -0.265  -2.667  -5.530  0.355
H  -1.286  0.756  1.285  0.009
N  1.465  -2.915  -1.215  -0.255
H  5.230  -2.324  3.312  0.080
H  -1.467  2.663  -8.002  0.527

***

2.
Entry from OMol25: a 2-piece molecular cluster, C3H3NS overall in a non-equilibrium geometry (wB97M-V/def2-TZVPD).

Properties
HOMO ... -9.7 eV
Structure (SMILES) ... N=C=S.C#C
Spin multiplicity ... 1
DFT total energy ... -15481.6251 eV
Relative energy (zero: lowest compared OMol25 entry of this formula, charge and spin) ... 49.16 kcal per mole
Lowest unoccupied orbital energy ... 0.532 eV

Each line ends with the Mulliken charge.
Cartesian coordinates (Å):
H  0.263  -1.584  1.947  0.294
C  -0.967  1.160  -0.858  -0.340
C  1.853  -0.852  0.954  0.458
C  -1.948  0.783  -1.438  -0.360
S  2.943  -0.420  0.007  -0.352
N  0.926  -0.814  1.714  -0.397
H  -0.232  1.322  -0.172  0.385
H  -2.839  0.406  -2.154  0.311